Computed, not measured: a single C6H9NO molecule, with the ωB97M-V functional and the def2-TZVPD basis.

```
17
Properties=species:S:1:pos:R:3
O 2.19 -1.15 -1.21
C 1.32 -0.33 -1.34
C -0.15 -0.69 -1.37
C -1.10 0.40 -0.86
C -1.02 0.66 0.65
C -1.62 1.70 1.22
C 0.76 -0.21 1.86
N -0.41 -0.36 1.41
H 1.54 0.74 -1.46
H -0.25 -1.57 -0.74
H -0.45 -0.95 -2.39
H -2.11 0.04 -0.99
H -0.90 1.34 -1.35
H -2.10 2.42 0.58
H -1.61 1.81 2.29
H 1.31 0.72 1.72
H 1.16 -1.08 2.38
```

Calculated values
HOMO, Ha: -0.3324
Energy relative to the best compared isomer or geometry (same formula, charge and spin), kJ/mol: 185.37
Multiplicity: 1